Record 1
The following is a DFT calculation (wB97M-V/def2-TZVPD) of C30H28N3O3S5Sn as an isolated structure.

Its highest occupied orbital energy is -0.38602 Ha. As for the HOMO-LUMO gap: 7.5 eV.

```
! RIJCOSX wB97M-V def2-TZVPD def2/J DEFGRID3
* xyz 1 1
Sn 0.38981 0.57743 -0.11946
C 1.86957 -2.06067 -1.80395
N 0.54273 -2.12599 -1.20198
C 0.52069 -3.15518 -0.17103
C -0.46839 -2.45026 -2.21604
C -0.64316 -1.34235 -3.21399
C -0.15548 -1.46893 -4.50865
C -0.34744 -0.46730 -5.44315
C -1.02404 0.68655 -5.09010
C -1.51408 0.83503 -3.80366
C -1.32959 -0.17670 -2.87718
H 2.15266 -3.01175 -2.27689
H 2.59753 -1.82713 -1.02213
H 1.89913 -1.26422 -2.55432
H 0.75209 -4.14729 -0.57868
H -0.46842 -3.18709 0.28301
H 1.25132 -2.90982 0.59907
H -1.41955 -2.60992 -1.69728
H -0.20234 -3.37695 -2.74701
H 0.35267 -2.37780 -4.79956
H 0.02130 -0.58909 -6.44920
H -1.18803 1.46050 -5.82414
H -2.06531 1.72318 -3.54041
O -5.70702 3.91589 -1.41195
C -4.67648 3.32948 -1.34222
S -4.52387 1.56627 -1.45200
C -2.78227 1.51857 -1.23417
C -2.11406 2.67864 -1.05983
S -0.39784 2.90209 -0.90556
S -3.09846 4.12412 -1.10348
S -2.05914 -0.08103 -1.22802
N 0.61872 3.24881 6.68391
C 0.39072 1.99346 6.25024
O 0.49501 1.01120 6.95066
C 0.05909 1.86086 4.78814
C 0.53906 2.73979 3.82261
C 0.31091 2.45442 2.48943
N -0.33927 1.36653 2.08698
C -0.83433 0.54172 3.00493
C -0.66560 0.75005 4.35953
H 0.84134 3.38653 7.65745
H 0.39322 4.05904 6.13526
H 1.11857 3.61135 4.08755
H 0.67115 3.11430 1.70609
H -1.37438 -0.32008 2.62893
H -1.05729 0.05537 5.08622
O 2.22907 0.19794 1.62842
S 2.18985 -1.12202 2.34974
C 3.81868 -1.84890 2.06616
C 4.81953 -1.11055 1.46653
C 6.06464 -1.69067 1.28252
C 6.28917 -2.99589 1.68955
C 5.27351 -3.72802 2.28596
C 4.02813 -3.15501 2.47525
C 2.51867 -0.76267 4.08477
C 1.95423 -1.60333 5.02833
C 2.25416 -1.41175 6.36446
C 3.10582 -0.38692 6.74156
C 3.64695 0.45940 5.78784
C 3.35508 0.27532 4.44743
H 4.62004 -0.09676 1.15261
H 6.85932 -1.12041 0.82681
H 7.26066 -3.44442 1.55307
H 5.45437 -4.74209 2.60732
H 3.22679 -3.70482 2.94515
H 1.29308 -2.39881 4.71881
H 1.82325 -2.05767 7.11039
H 3.33996 -0.24166 7.78359
H 4.31134 1.25603 6.08403
H 3.76709 0.92140 3.68632
*
```

---

Record 2
The following is a DFT calculation (wB97M-V/def2-TZVPD) of one molecule with the formula C4H5NO2.

Its highest occupied orbital energy is -0.35910 Ha. The SMILES is O=C1NC[C@H]2O[C@@H]12. As for the HOMO-LUMO gap: 10.6 eV.

```
! RIJCOSX wB97M-V def2-TZVPD def2/J DEFGRID3
* xyz 0 1
O 1.21426 1.84445 1.06611
C 0.56728 1.09828 0.37090
N 1.04658 0.31076 -0.68001
C 0.44144 -0.99267 -0.34951
C -1.02313 -0.57409 -0.20503
O -1.36144 -0.40319 1.16703
C -0.93438 0.73876 0.42248
H 2.04228 0.36739 -0.85807
H 0.74380 -1.27179 0.67071
H 0.71175 -1.80084 -1.02841
H -1.79029 -0.86200 -0.92033
H -1.65815 1.54494 0.34415
*
```

---

Record 3
The following is a DFT calculation (wB97M-V/def2-TZVPD) of a 2-piece molecular cluster, C2H8N2S overall.

Its highest occupied orbital energy is -0.33528 Ha. The SMILES is [H]/N=C/N.CS. As for the HOMO-LUMO gap: 9.8 eV.

```
! RIJCOSX wB97M-V def2-TZVPD def2/J DEFGRID3
* xyz 0 1
C 0.74546 -3.07185 -2.65989
S 1.80526 -1.65261 -2.31600
H -0.00316 -2.74574 -3.36636
H 0.19276 -3.32832 -1.75297
H 1.30701 -3.94030 -2.97793
N -1.24750 1.25480 2.71728
C -1.28316 2.58263 2.40355
N -2.33111 3.27361 2.57996
H -2.02355 0.95706 3.29073
H -0.37000 0.83891 2.98573
H -0.39043 3.01352 1.94984
H -2.16421 4.21329 2.22635
H 1.69809 -1.65412 -0.99790
*
```

---

Record 4
The following is a DFT calculation (wB97M-V/def2-TZVPD) of one molecule with the formula C4H7N3.

Its highest occupied orbital energy is -0.28318 Ha. As for the HOMO-LUMO gap: 8.8 eV.

```
! RIJCOSX wB97M-V def2-TZVPD def2/J DEFGRID3
* xyz 0 1
C -1.82075 -0.93633 -1.08955
N -0.59573 -0.15358 -1.08682
C -0.11927 0.24249 0.12148
N 2.57490 -0.33693 -0.21340
N 2.28862 0.50503 0.61530
C 0.90894 1.05989 0.78874
C -0.18839 0.29270 1.42450
H -2.59359 -0.36354 -0.56885
H -2.14948 -1.08686 -2.12111
H -1.72601 -1.91593 -0.59943
H 0.14613 -0.49015 -1.68953
H 3.00620 0.94849 1.22907
H 0.96210 2.15621 0.83870
H -0.69366 0.07854 2.35091
*
```

---

Record 5
The following is a DFT calculation (wB97M-V/def2-TZVPD) of a 9-piece molecular cluster, C12H40BF4O16S4 overall.

Its highest occupied orbital energy is -0.31252 Ha. As for the HOMO-LUMO gap: 10.6 eV.

```
! RIJCOSX wB97M-V def2-TZVPD def2/J DEFGRID3
* xyz -1 1
B -0.16696 -0.96379 -1.84068
F -0.86065 0.25834 -1.71435
F 1.14318 -0.85966 -1.68648
F -0.64627 -1.90364 -0.91478
F -0.37038 -1.29691 -3.14371
O 3.38226 -2.57202 3.22804
S 1.98652 -3.01095 3.09033
O 1.56054 -4.36310 3.49947
O 1.01596 -1.89857 3.98885
C -0.30577 -2.22264 4.48467
C -0.99932 -0.99705 4.87707
C 1.44685 -2.64086 1.33904
H -0.26113 -2.81002 5.40179
H -0.93362 -2.83803 3.84031
H -0.29408 -0.29860 5.32751
H -1.88849 -1.09122 5.50046
H -1.40705 -0.44545 4.02996
H 0.42325 -2.26713 1.36500
H 1.53065 -3.59153 0.81244
H 2.12426 -2.01713 0.75580
O -4.03382 6.25393 -3.21365
S -4.53212 4.92076 -2.83698
O -4.54794 3.78225 -3.75434
O -3.73576 4.49808 -1.38697
C -3.97359 3.24274 -0.83933
C -2.74675 2.86014 -0.08908
C -6.13270 5.09233 -2.08583
H -4.18509 2.47241 -1.58091
H -4.76340 3.27099 -0.08866
H -2.80188 1.92715 0.47180
H -2.41685 3.67360 0.55710
H -1.85116 2.62818 -0.66545
H -6.42639 4.44701 -1.25794
H -6.78650 4.70572 -2.86761
H -6.37150 6.13964 -1.90086
O 3.55874 -6.31532 -2.63983
S 3.10117 -5.08745 -1.98013
O 2.58294 -5.16711 -0.61394
O 4.32534 -3.97291 -2.22002
C 4.39543 -2.90072 -1.20271
C 5.73463 -2.20411 -1.31596
C 1.83967 -4.28676 -3.08082
H 4.12668 -3.21752 -0.19498
H 3.63912 -2.24565 -1.63512
H 5.86490 -1.40221 -0.58927
H 6.10106 -2.02253 -2.32634
H 6.55102 -2.86074 -1.01522
H 1.48389 -5.20407 -3.54993
H 2.35849 -3.62165 -3.77115
H 0.99480 -3.81685 -2.57736
O 2.67089 0.61835 2.58774
S 2.49658 1.90891 3.31061
O 3.54479 2.90509 3.47683
O 1.09138 2.65693 2.82411
C 0.00520 1.76555 2.38465
C 0.03577 1.74548 0.93377
C 1.97643 1.58836 5.07998
H -0.99808 1.97728 2.75437
H 0.11641 0.70968 2.63137
H -0.69987 1.05551 0.52040
H 0.99370 1.43424 0.51711
H -0.15352 2.74612 0.54520
H 1.23202 2.36808 5.24114
H 2.74945 1.59895 5.84837
H 1.50938 0.60452 5.03502
O -2.66807 1.46691 -3.48498
H -2.65576 2.36287 -3.82164
H -1.85950 1.38971 -2.97854
O 0.45804 -0.36187 -5.66462
H 0.10659 -1.16279 -6.05352
H -0.00806 -0.27426 -4.83317
O -3.36611 -1.05799 -0.85367
H -2.69828 -1.73910 -0.77416
H -2.95246 -0.37708 -1.38423
O 0.62145 2.37495 -2.13296
H 0.66812 1.42440 -2.23549
H -0.04865 2.51147 -1.46322
*
```

---

Record 6
The following is a DFT calculation (wB97M-V/def2-TZVPD) of a 2-piece molecular cluster, C4HClN2 overall.

Its highest occupied orbital energy (spin up / spin down) is -0.34387 / -0.40968 Ha. As for the HOMO-LUMO gap (spin up / spin down): 7.7 / 8.6 eV.

```
! RIJCOSX wB97M-V def2-TZVPD def2/J DEFGRID3
* xyz 0 3
C 1.19535 0.92593 1.44130
C 0.83122 -0.98627 -2.24375
C 0.47930 0.36916 0.43655
C 1.60889 -0.49133 -1.20560
N 1.77692 1.36240 2.35267
N 0.20830 -1.23790 -3.20483
Cl 3.23023 -0.16799 -1.38942
H -0.48532 0.31597 0.31162
*
```